# C28H36LuP2Si

A structure of composition C28H36LuP2Si at a distorted geometry (the ωB97M-V functional and the def2-TZVPD basis, the Open Molecules 2025 dataset).

Calculated values
Net charge: +1
E, Eh: -3295.73697
ΔE to the lowest compared entry with this formula, charge and spin, kJ/mol: 745.2

Element x y z (Å)
C 1.11 1.84 0.05
C 1.25 2.14 -1.33
C -0.06 2.31 -1.87
H 2.17 2.38 -1.82
C -1.00 2.05 -0.82
C -0.27 1.81 0.36
H -0.67 1.84 1.37
H 1.89 1.90 0.79
H -0.35 2.95 -2.71
H -2.05 2.31 -0.84
Lu 0.18 -0.06 -1.36
C -1.04 -4.66 -3.24
H 0.00 -5.51 -3.15
H -1.64 -4.24 -4.09
H -1.79 -5.09 -2.57
Si 0.48 0.75 -3.86
C 1.78 -0.09 -4.81
C 2.99 0.62 -4.96
H 3.20 1.43 -4.27
C 3.89 0.24 -5.95
H 4.76 0.89 -6.10
C 3.72 -0.94 -6.68
H 4.45 -1.21 -7.46
C 2.61 -1.78 -6.37
H 2.54 -2.75 -6.89
C 1.66 -1.37 -5.41
H 0.85 -2.07 -5.13
C -1.10 0.83 -4.80
C -1.04 0.70 -6.21
H -0.20 0.16 -6.67
C -2.13 1.18 -6.95
H -2.05 1.22 -8.05
C -3.30 1.57 -6.29
H -4.11 2.06 -6.85
C -3.47 1.32 -4.91
H -4.45 1.48 -4.45
C -2.39 0.83 -4.18
H -2.51 0.42 -3.17
H -0.36 -5.36 -4.02
H -0.57 -3.97 -2.61
C 2.85 -1.09 1.54
P 1.25 -1.52 0.80
C 1.41 -3.33 0.53
C 0.10 -1.51 2.28
C 0.55 -1.67 3.58
C -0.35 -1.62 4.65
C -1.72 -1.41 4.41
C -2.19 -1.29 3.09
C -1.30 -1.32 2.02
P -1.82 -1.10 0.25
C -3.36 -0.15 0.44
C -2.40 -2.77 -0.17
H 3.61 -1.19 0.76
H 3.11 -1.79 2.35
H 2.84 -0.05 1.89
H 1.08 -3.88 1.42
H 0.79 -3.63 -0.33
H 2.46 -3.55 0.31
H 1.61 -1.84 3.80
H 0.00 -1.73 5.68
H -2.43 -1.36 5.23
H -3.27 -1.14 2.90
H -3.28 0.61 1.23
H -3.56 0.37 -0.51
H -4.20 -0.81 0.66
H -1.74 -3.54 0.23
H -3.41 -2.92 0.23
H -2.42 -2.86 -1.26

---

# C29H27BBrN6O4SbTa

A structure of composition C29H27BBrN6O4SbTa at a distorted geometry (the ωB97M-V functional and the def2-TZVPD basis, the Open Molecules 2025 dataset).

Calculated values
Net charge: +3
E, Eh: -4645.92965
ΔE to the lowest compared entry with this formula, charge and spin, kJ/mol: 49.8

Element x y z (Å)
Ta -0.14 1.24 1.37
O -2.29 5.18 -3.05
C -1.72 4.34 -2.22
C -0.34 4.32 -1.94
C 0.14 3.42 -1.03
N -0.66 2.51 -0.39
C -1.97 2.54 -0.73
Br -2.90 1.14 0.10
C -2.56 3.40 -1.60
H -1.67 5.81 -3.46
H 0.34 5.01 -2.42
H 1.19 3.39 -0.80
H -3.62 3.37 -1.82
B 2.63 1.19 0.63
N 2.59 0.34 1.92
C 3.45 -0.21 2.76
C 2.75 -0.69 3.88
C 1.43 -0.40 3.63
N 1.33 0.23 2.42
N 2.45 2.65 1.07
C 3.19 3.73 1.29
C 2.40 4.69 1.91
C 1.15 4.11 2.05
N 1.19 2.87 1.51
H 3.56 1.00 -0.08
H 1.44 0.92 0.12
H 4.51 -0.23 2.53
H 3.16 -1.18 4.74
H 0.55 -0.62 4.22
H 4.23 3.75 1.00
H 2.69 5.68 2.22
H 0.24 4.52 2.46
C -4.80 -3.05 0.12
C -4.33 -2.62 -1.11
C -3.07 -2.05 -1.22
C -2.28 -1.93 -0.08
C -2.74 -2.38 1.16
C -4.01 -2.94 1.25
Sb -0.32 -1.20 -0.20
C 0.74 -2.91 0.32
C 0.30 -4.06 -0.33
C 0.91 -5.28 -0.07
C 1.95 -5.35 0.85
C 2.39 -4.20 1.50
C 1.79 -2.98 1.23
C 0.11 -0.82 -2.20
C -0.70 0.04 -2.96
C -0.43 0.22 -4.30
C 0.65 -0.43 -4.89
C 1.46 -1.27 -4.13
C 1.19 -1.47 -2.78
H -5.79 -3.50 0.19
H -4.95 -2.73 -2.00
H -2.71 -1.73 -2.19
H -2.12 -2.33 2.04
H -4.37 -3.30 2.21
H -0.53 -4.03 -1.04
H 0.57 -6.17 -0.57
H 2.42 -6.30 1.06
H 3.21 -4.26 2.20
H 2.15 -2.09 1.72
H -1.55 0.54 -2.51
H -1.06 0.86 -4.90
H 0.85 -0.30 -5.94
H 2.29 -1.78 -4.60
H 1.82 -2.14 -2.21
O -2.99 1.52 3.73
N -2.03 1.51 3.09
O -1.46 2.51 2.48
O -1.29 0.42 2.83

---

# C4H11F3OSi2

A cluster of 2 separate species, C4H11F3OSi2 in total at a distorted geometry (the ωB97M-V functional and the def2-TZVPD basis, the Open Molecules 2025 dataset).

Calculated values
E, Eh: -1112.73173
ΔE to the lowest compared entry with this formula, charge and spin, kJ/mol: 297.3

Element x y z (Å)
C 0.47 -2.29 1.34
C -1.28 -1.31 -0.20
C 0.12 -1.77 -0.02
C 1.64 0.25 -0.11
O -0.24 2.13 -0.87
F 0.80 -2.43 -0.99
F 2.78 -0.45 -0.25
F 1.54 0.67 1.21
Si -1.30 2.84 0.23
Si 1.00 1.29 -1.42
H 1.43 -1.84 1.77
H 0.30 -3.41 1.29
H -0.40 -1.86 1.98
H -1.89 -2.10 0.33
H -1.58 -1.46 -1.29
H -1.36 -0.23 0.08
H -0.66 4.15 0.44
H -0.93 2.37 1.48
H -2.68 2.65 -0.43
H 0.53 0.41 -2.52
H 1.71 2.38 -2.05

---

# C14H33N4OPS2Ta

A structure of composition C14H33N4OPS2Ta at a distorted geometry (the ωB97M-V functional and the def2-TZVPD basis, the Open Molecules 2025 dataset).

Calculated values
Net charge: -1
E, Eh: -2042.17247

Element x y z (Å)
C 0.69 4.18 2.26
C 1.54 3.21 1.43
N 1.00 1.85 1.44
Ta -0.09 1.03 -0.17
S -1.05 3.32 -0.68
C 0.73 -1.00 0.33
C 0.77 -2.23 -0.63
C 0.20 -2.10 -2.04
C -1.31 -2.25 -2.10
N -1.90 -1.69 -3.33
C 1.53 1.36 -1.79
C 2.78 0.48 -1.73
S 3.89 1.04 -0.39
C 4.51 -0.47 0.18
N 4.48 -0.88 1.41
N 5.17 -2.08 1.43
C 5.52 -2.31 0.23
O 5.17 -1.33 -0.63
P -2.22 0.53 1.28
C -2.50 -1.31 1.50
C -2.26 -1.74 2.97
C -3.69 1.14 0.27
C -4.98 0.37 0.46
H -0.10 4.62 1.67
H 1.33 4.99 2.62
H 0.29 3.66 3.12
H 2.54 3.19 1.87
H 1.66 3.61 0.42
H 1.70 1.18 1.76
H -1.15 0.43 -1.56
H -1.74 3.16 -1.81
H 0.22 -1.29 1.25
H 1.76 -0.82 0.65
H 0.26 -3.07 -0.15
H 1.80 -2.56 -0.72
H 0.63 -2.92 -2.63
H 0.51 -1.18 -2.53
H -1.56 -3.31 -2.05
H -1.75 -1.77 -1.22
H -2.70 -1.14 -3.07
H -1.25 -1.01 -3.70
H 1.06 1.10 -2.74
H 1.81 2.40 -1.87
H 2.55 -0.57 -1.59
H 3.36 0.56 -2.65
H 6.05 -3.15 -0.18
H -1.84 -1.89 0.87
H -3.51 -1.59 1.23
H -2.16 -0.88 3.61
H -3.10 -2.34 3.33
H -1.38 -2.37 3.05
H -3.44 1.14 -0.79
H -3.85 2.17 0.56
H -4.90 -0.67 0.14
H -5.30 0.35 1.51
H -5.80 0.81 -0.11

---

# C38H43CrF3N5O5P2S

A structure of composition C38H43CrF3N5O5P2S at a distorted geometry (the ωB97M-V functional and the def2-TZVPD basis, the Open Molecules 2025 dataset).

Calculated values
2S+1: 2
Net charge: +2
<S²>: 0.765
E, Eh: -4548.47096

Element x y z (Å)
Cr -0.35 -0.40 0.37
C -0.66 -0.36 4.73
C -1.24 -1.42 3.79
C -2.09 -2.40 4.59
C -0.13 -2.16 3.00
C 1.01 -2.70 3.88
O 2.10 -1.84 3.59
C 1.77 -1.08 2.56
N 0.57 -1.23 2.10
C 2.84 -0.17 2.13
C 3.78 0.17 3.10
C 4.87 0.95 2.79
C 5.06 1.38 1.48
C 4.14 1.05 0.51
C 3.00 0.30 0.82
P 1.86 -0.11 -0.53
C 2.94 -1.29 -1.42
C 2.90 -2.62 -1.01
C 3.71 -3.56 -1.61
C 4.56 -3.19 -2.63
C 4.64 -1.86 -3.02
C 3.84 -0.91 -2.41
C 1.91 1.40 -1.55
C 2.01 2.66 -0.96
C 2.04 3.79 -1.75
C 1.93 3.69 -3.13
C 1.78 2.44 -3.72
C 1.77 1.30 -2.93
H -1.47 0.26 5.12
H 0.03 0.30 4.22
H -0.16 -0.80 5.58
H -1.87 -0.92 3.05
H -1.52 -2.88 5.38
H -2.52 -3.17 3.96
H -2.91 -1.86 5.06
H -0.59 -2.96 2.42
H 1.30 -3.72 3.61
H 0.80 -2.67 4.95
H 3.64 -0.17 4.12
H 5.58 1.22 3.56
H 5.93 1.96 1.22
H 4.29 1.37 -0.50
H 2.22 -2.90 -0.21
H 3.67 -4.59 -1.28
H 5.18 -3.93 -3.13
H 5.32 -1.56 -3.80
H 3.93 0.13 -2.71
H 2.06 2.75 0.11
H 2.14 4.76 -1.29
H 1.94 4.58 -3.74
H 1.68 2.36 -4.79
H 1.63 0.33 -3.40
F -0.62 -0.16 -4.57
C -1.58 0.77 -4.65
F -2.74 0.15 -4.34
F -1.67 1.12 -5.93
C -1.36 1.95 -3.74
C -1.30 3.24 -4.24
C -1.14 4.29 -3.34
C -1.05 3.99 -1.99
N -1.11 2.77 -1.50
C -1.22 1.76 -2.35
S -1.26 0.14 -1.73
H -1.38 3.41 -5.30
H -1.08 5.30 -3.69
H -0.94 4.78 -1.25
N -5.42 -0.67 -0.68
C -4.39 0.33 -0.99
P -3.66 0.67 0.73
O -4.85 0.36 1.58
O -2.42 -0.12 1.06
C -3.33 2.50 0.85
N -3.08 2.74 2.28
H -5.02 -1.62 -0.68
H -6.25 -0.66 -1.28
H -5.63 -0.42 0.35
H -4.86 1.25 -1.33
H -3.70 -0.01 -1.75
H -4.21 3.04 0.51
H -2.46 2.81 0.25
H -3.29 3.70 2.55
H -1.93 2.59 2.54
H -3.65 2.10 2.83
C -1.72 -4.74 -1.24
C -0.73 -4.01 -1.88
C -0.36 -2.78 -1.38
N -0.90 -2.24 -0.28
C -1.89 -2.93 0.31
C -2.32 -4.17 -0.12
H -2.02 -5.71 -1.59
H -0.26 -4.38 -2.78
H 0.37 -2.17 -1.90
H -2.36 -2.45 1.16
H -3.12 -4.67 0.40
O -0.62 2.64 2.87
C 0.27 2.09 2.20
O 0.13 1.37 1.20
H 1.31 2.29 2.55

---

# C22H31N3O5

An isolated molecule of C22H31N3O5 (the ωB97M-V functional and the def2-TZVPD basis, the Open Molecules 2025 dataset).

Calculated values
Structure (SMILES): CCOC(=O)c1[nH]c2cc(OC)c(OC)cc2c1NC(=O)CN(C)C1CCCCC1
E, Eh: -1397.41831
ΔE to the lowest compared entry with this formula, charge and spin, kJ/mol: 171.3

Element x y z (Å)
C -3.68 3.07 1.87
C -2.66 3.28 0.76
O -1.94 2.08 0.49
C -2.49 1.23 -0.41
O -3.50 1.48 -1.03
C -1.74 0.00 -0.57
N -2.20 -0.92 -1.49
C -1.39 -2.00 -1.48
C -1.47 -3.17 -2.23
C -0.51 -4.14 -2.03
O -0.45 -5.33 -2.68
C -1.43 -5.61 -3.65
C 0.52 -3.95 -1.06
O 1.40 -4.99 -0.95
C 2.45 -4.87 -0.03
C 0.59 -2.79 -0.32
C -0.37 -1.79 -0.52
C -0.61 -0.51 0.05
N 0.06 0.19 1.04
C 1.19 -0.07 1.74
O 1.89 -1.06 1.68
C 1.49 1.05 2.74
N 0.92 2.33 2.34
C 0.35 3.04 3.47
C 1.87 3.12 1.55
C 2.25 2.37 0.27
C 3.26 3.16 -0.56
C 2.68 4.51 -0.95
C 2.29 5.28 0.31
C 1.29 4.48 1.15
H -3.18 2.70 2.77
H -4.18 4.01 2.09
H -4.42 2.34 1.56
H -1.91 4.01 1.05
H -3.16 3.61 -0.16
H -3.02 -0.76 -2.06
H -2.26 -3.29 -2.96
H -1.41 -4.88 -4.47
H -2.44 -5.62 -3.21
H -1.19 -6.60 -4.04
H 2.07 -4.76 1.00
H 3.02 -5.79 -0.11
H 3.10 -4.01 -0.26
H 1.36 -2.63 0.41
H -0.32 1.11 1.24
H 2.57 1.09 2.90
H 1.04 0.73 3.69
H -0.27 2.36 4.04
H 1.11 3.47 4.14
H -0.29 3.85 3.11
H 2.79 3.30 2.15
H 2.68 1.39 0.51
H 1.35 2.20 -0.32
H 3.51 2.59 -1.45
H 4.17 3.30 0.02
H 3.41 5.08 -1.52
H 1.80 4.37 -1.58
H 1.84 6.24 0.04
H 3.18 5.48 0.90
H 0.38 4.32 0.58
H 1.05 5.07 2.03

---

E of number 3 (C4H11F3OSi2)? -1112.73173 Eh

---

Number 5 is which compound? C38H43CrF3N5O5P2S

---

Copy entry 4 word for word.
# C14H33N4OPS2Ta

A structure of composition C14H33N4OPS2Ta at a distorted geometry (the ωB97M-V functional and the def2-TZVPD basis, the Open Molecules 2025 dataset).

Calculated values
Net charge: -1
E, Eh: -2042.17247

Element x y z (Å)
C 0.69 4.18 2.26
C 1.54 3.21 1.43
N 1.00 1.85 1.44
Ta -0.09 1.03 -0.17
S -1.05 3.32 -0.68
C 0.73 -1.00 0.33
C 0.77 -2.23 -0.63
C 0.20 -2.10 -2.04
C -1.31 -2.25 -2.10
N -1.90 -1.69 -3.33
C 1.53 1.36 -1.79
C 2.78 0.48 -1.73
S 3.89 1.04 -0.39
C 4.51 -0.47 0.18
N 4.48 -0.88 1.41
N 5.17 -2.08 1.43
C 5.52 -2.31 0.23
O 5.17 -1.33 -0.63
P -2.22 0.53 1.28
C -2.50 -1.31 1.50
C -2.26 -1.74 2.97
C -3.69 1.14 0.27
C -4.98 0.37 0.46
H -0.10 4.62 1.67
H 1.33 4.99 2.62
H 0.29 3.66 3.12
H 2.54 3.19 1.87
H 1.66 3.61 0.42
H 1.70 1.18 1.76
H -1.15 0.43 -1.56
H -1.74 3.16 -1.81
H 0.22 -1.29 1.25
H 1.76 -0.82 0.65
H 0.26 -3.07 -0.15
H 1.80 -2.56 -0.72
H 0.63 -2.92 -2.63
H 0.51 -1.18 -2.53
H -1.56 -3.31 -2.05
H -1.75 -1.77 -1.22
H -2.70 -1.14 -3.07
H -1.25 -1.01 -3.70
H 1.06 1.10 -2.74
H 1.81 2.40 -1.87
H 2.55 -0.57 -1.59
H 3.36 0.56 -2.65
H 6.05 -3.15 -0.18
H -1.84 -1.89 0.87
H -3.51 -1.59 1.23
H -2.16 -0.88 3.61
H -3.10 -2.34 3.33
H -1.38 -2.37 3.05
H -3.44 1.14 -0.79
H -3.85 2.17 0.56
H -4.90 -0.67 0.14
H -5.30 0.35 1.51
H -5.80 0.81 -0.11